# 1
A molecular structure, C45H45CuN2O2SSb in a non-equilibrium geometry, computed with ωB97M-V/def2-TZVPD.

Summary:
Multiplicity: 2
Energy above the lowest of the compared OMol25 structures with the same formula, charge and spin: 0.2966 eV
HOMO level (alpha / beta): -1.18 / -1.13 eV
Net charge: -2
Electronic energy: -116483.039 eV
M: 863.24 g mol⁻¹
HOMO-LUMO gap (alpha / beta): 0.2042 / 0.2025 Eh

Structure (XYZ):
```
97
Properties=species:S:1:pos:R:3:forces:R:3
Cu -0.29250 0.50830 -0.09640 0.39 0.02 0.08
C -3.44910 -1.21550 -0.32000 0.16 0.05 0.00
C -2.56190 -1.66650 -1.43600 0.12 -0.08 0.08
C -3.07430 -2.56630 -2.39130 0.14 -0.29 -0.50
C -2.27340 -2.99130 -3.41110 -0.24 0.07 0.25
C -0.95050 -2.51270 -3.50360 0.02 0.31 0.24
C -0.07710 -2.93640 -4.51820 0.14 -0.20 -0.29
C 1.20520 -2.44150 -4.56540 -0.30 -0.36 -0.22
C 1.63060 -1.51980 -3.62630 -0.08 0.12 0.26
C 0.80470 -1.05630 -2.60200 0.40 0.15 -0.14
S 1.44600 0.09970 -1.52460 0.49 0.18 0.03
C -0.52580 -1.57720 -2.51310 0.20 -0.76 -0.93
N -1.33100 -1.21050 -1.50210 -0.41 0.24 0.60
H -4.37040 -0.79970 -0.72810 -0.13 0.05 -0.03
H -2.92500 -0.46610 0.27510 -0.11 0.14 0.13
H -3.72420 -2.06020 0.31510 -0.04 -0.14 0.04
H -4.09600 -2.91490 -2.30230 -0.01 -0.01 0.05
H -2.62740 -3.70420 -4.15090 -0.02 0.04 0.03
H -0.42660 -3.66510 -5.24020 -0.03 0.00 -0.06
H 1.89220 -2.77540 -5.33590 -0.02 -0.01 -0.03
H 2.63710 -1.13330 -3.65760 0.13 0.07 -0.04
C -0.36530 6.00740 -0.46580 0.11 0.37 0.16
C -1.20940 5.65150 -1.50680 -0.03 0.16 -0.04
C -1.38650 4.33190 -1.85140 -0.05 0.02 -0.22
C -0.74210 3.28750 -1.14320 -0.29 0.16 -0.26
C 0.13800 3.67690 -0.11060 0.10 -0.19 0.01
C 0.31220 4.99940 0.21440 0.07 0.20 0.10
N -1.01210 1.99890 -1.38800 0.09 -0.48 0.71
C -1.50040 1.61910 -2.61840 -0.18 0.15 -0.41
C -2.78940 1.09320 -2.77130 0.22 0.24 0.12
C -3.22550 0.63080 -3.99540 -0.23 -0.08 -0.27
C -2.40550 0.69690 -5.11230 -0.10 -0.07 -0.10
C -1.13830 1.24460 -4.98160 0.01 -0.01 -0.30
C -0.69310 1.70630 -3.76310 -0.03 0.03 0.23
H -0.23590 7.04630 -0.18710 0.03 0.03 0.00
H -1.75150 6.42200 -2.04830 0.01 -0.01 -0.02
H -2.05890 4.06690 -2.65730 -0.04 0.02 -0.02
H 0.67160 2.89600 0.41590 0.07 -0.02 0.11
H 0.99370 5.26870 1.01470 0.01 -0.05 0.04
H -3.42800 1.06630 -1.90140 -0.05 -0.06 0.13
H -4.22200 0.21380 -4.09190 -0.04 -0.03 0.04
H -2.74820 0.32250 -6.07030 0.00 -0.02 0.01
H -0.48660 1.29890 -5.84430 0.07 -0.01 -0.07
H 0.30470 2.10420 -3.65200 0.09 0.03 0.04
C 1.81040 0.51450 1.95370 0.00 -0.14 0.07
O 0.91470 -0.30260 1.31920 -0.59 -0.43 -0.15
H 2.45620 -0.09020 2.62040 0.08 0.23 0.02
H 1.30630 1.27690 2.58000 0.13 0.12 0.06
H 2.47110 1.04680 1.24520 0.11 0.09 0.03
C -1.94000 1.91540 1.69930 -0.28 0.38 0.16
O -1.63480 0.66910 1.23620 -0.21 -0.31 0.10
H -2.40590 2.55740 0.93120 0.03 0.13 0.05
H -1.06050 2.46110 2.08600 -0.07 0.09 0.04
H -2.66240 1.84450 2.53490 -0.05 0.10 0.07
C -3.14190 -0.71430 3.91760 -0.02 0.03 0.00
C -2.85110 -2.09570 4.41750 -0.03 0.02 0.01
C -3.53030 -2.58210 5.52880 -0.11 -0.04 0.13
C -3.26650 -3.84550 6.02760 -0.13 -0.02 0.12
C -2.30010 -4.62670 5.41950 0.07 -0.24 0.05
C -1.63480 -4.15110 4.30110 0.05 -0.16 0.09
C -1.91300 -2.90140 3.77050 0.16 0.32 -0.38
Sb -0.88160 -2.19510 1.88750 0.31 -0.78 0.50
C -1.37280 -4.08260 0.70200 0.15 0.56 0.32
C -0.54930 -4.23150 -0.41140 0.11 0.02 -0.06
C -0.79450 -5.17070 -1.39560 0.15 -0.09 -0.16
C -1.91590 -5.97700 -1.30310 -0.01 -0.05 -0.08
C -2.77890 -5.80040 -0.23990 -0.08 -0.11 -0.12
C -2.53600 -4.85200 0.74930 -0.02 -0.10 0.11
C -3.55840 -4.69700 1.83500 -0.12 -0.03 -0.05
C 0.90270 -2.78990 3.08150 -0.15 0.06 -0.48
C 1.01410 -1.97630 4.20170 0.02 0.10 -0.04
C 2.04280 -2.11670 5.11590 0.02 0.11 0.22
C 2.99570 -3.10350 4.92980 0.05 -0.02 0.09
C 2.91880 -3.90340 3.80560 0.06 -0.06 0.05
C 1.89850 -3.74320 2.87030 0.02 -0.17 -0.13
C 1.92830 -4.57900 1.62640 -0.03 -0.04 -0.01
H -3.71230 -0.14290 4.65200 -0.02 0.03 -0.06
H -3.70170 -0.75650 2.98260 -0.03 0.14 -0.10
H -2.21510 -0.19030 3.69380 -0.01 0.19 -0.10
H -4.28690 -1.96810 6.00660 0.03 0.07 0.01
H -3.81340 -4.21470 6.88800 0.02 -0.01 0.02
H -2.07830 -5.61290 5.81110 0.04 -0.03 -0.01
H -0.89220 -4.77630 3.82090 0.08 -0.06 -0.02
H 0.30420 -3.57330 -0.52320 0.10 0.02 -0.08
H -0.13180 -5.25360 -2.24720 0.05 0.06 -0.05
H -2.14320 -6.70050 -2.07830 0.03 -0.02 0.02
H -3.68140 -6.39770 -0.18520 -0.11 -0.04 0.03
H -4.56400 -4.83790 1.44080 -0.11 -0.03 -0.07
H -3.48730 -3.71110 2.27750 -0.21 0.01 0.10
H -3.40240 -5.42840 2.62890 -0.03 0.04 0.11
H 0.28240 -1.19240 4.34130 -0.09 0.14 0.17
H 2.10570 -1.45810 5.97430 -0.04 0.03 0.00
H 3.79700 -3.24350 5.64670 0.00 0.02 0.00
H 3.66950 -4.67250 3.64650 -0.02 0.02 -0.06
H 2.66580 -5.38220 1.69990 -0.03 0.03 0.00
H 2.19810 -3.94260 0.78160 -0.01 -0.05 -0.11
H 0.94840 -5.00510 1.41540 0.11 -0.06 0.00
```
Positions in Å, forces in eV/Å.

***

# 2
A single C7H9N5 molecule in a non-equilibrium geometry, computed with ωB97M-V/def2-TZVPD.

Summary:
Structure (SMILES): CNc1nncc2c(C)ncn12
Multiplicity: 1
Energy above the lowest of the compared OMol25 structures with the same formula, charge and spin: 3.6320 eV
HOMO level: -8.23 eV
Electronic energy: -14851.880 eV
M: 163.18 g mol⁻¹
HOMO-LUMO gap: 0.3214 Eh

Structure (XYZ):
```
21
Properties=species:S:1:pos:R:3:forces:R:3
C -0.38310 2.41439 -2.49785 -0.86 -0.06 0.71
N -0.08735 0.89875 -2.39903 1.12 0.39 -1.62
C -0.24271 -0.06625 -1.41306 -2.03 -0.75 -1.67
N -0.81821 -1.13276 -1.89621 0.32 -1.55 0.68
N -0.93398 -2.31484 -1.11244 0.90 1.93 2.84
C -0.67722 -2.18110 0.20183 -1.58 0.90 -1.67
C -0.25405 -0.92519 0.84739 -0.34 -2.20 -3.08
C 0.35543 -0.53286 1.95206 2.50 1.35 3.88
C 0.54484 -1.20487 3.29221 -0.51 -0.79 1.80
N 1.15935 0.65161 1.75056 -1.81 -0.90 -0.15
C 0.92679 0.95800 0.52020 -1.50 0.76 -3.12
N 0.09923 -0.00892 -0.10387 1.67 3.43 0.02
H -0.09971 3.09689 -1.55934 0.16 -1.88 -2.05
H 0.15038 2.78643 -3.49495 -1.47 -0.70 2.40
H -1.55038 2.54701 -2.45077 2.14 -0.15 -0.84
H -0.12431 0.31546 -3.33648 -0.21 2.10 2.53
H -1.00151 -2.95221 0.86481 0.23 -0.91 -0.01
H 1.58652 -1.58968 3.30747 -0.56 0.08 0.07
H 0.49334 -0.50542 4.26885 -0.24 -1.36 -2.54
H -0.15530 -2.13377 3.45137 1.22 1.90 -0.32
H 1.01194 1.87933 -0.19277 0.86 -1.58 2.14
```
Positions in Å, forces in eV/Å.

***

# 3
2 unconnected molecules or ions with the total composition CH2ClP in a non-equilibrium geometry, computed with ωB97M-V/def2-TZVPD.

Summary:
Structure (SMILES): C#P.Cl
Multiplicity: 1
Energy above the lowest of the compared OMol25 structures with the same formula, charge and spin: 1.2176 eV
HOMO level: -10.23 eV
Electronic energy: -22878.684 eV
M: 80.45 g mol⁻¹
HOMO-LUMO gap: 0.3966 Eh

Structure (XYZ):
```
5
Properties=species:S:1:pos:R:3:forces:R:3
C -0.03635 -1.48293 1.46390 1.97 0.37 -0.28
P 1.47388 -1.23765 1.23960 -1.33 -0.23 0.18
H -1.06917 -1.63008 1.62099 -0.64 -0.13 0.09
Cl 0.06183 1.91145 -2.69238 -0.04 0.05 0.10
H -0.43019 2.43921 -1.63211 0.05 -0.06 -0.09
```
Positions in Å, forces in eV/Å.